1.
Computed, not measured: a 2-piece molecular cluster, C5H11BrNS overall in a non-equilibrium geometry, with ωB97M-V with the def2-TZVPD basis set.

Output
Highest occupied orbital energy (alpha / beta) in eV: -11.588 / -13.555
Total charge: +1
Energy above the lowest of the compared OMol25 structures with the same formula, charge and spin in kcal/mol: 65.1

Structure (XYZ):
```
19
C5H11BrNS | OMol25 | ωB97M-V with the def2-TZVPD basis set
C -4.3280 -0.7027 -0.0747
C 1.3321 0.2275 0.8840
C -0.4009 0.4241 -1.5440
C -1.1365 -1.3556 0.0009
C -0.0892 0.7298 0.9406
N -0.8995 0.1020 -0.1574
S -5.5698 -1.5920 0.0915
Br -3.9216 1.0565 0.1114
H 1.3202 -0.7673 0.3970
H 1.8216 0.9596 0.3019
H 1.6554 0.3391 1.8016
H 0.7293 0.1403 -1.5359
H -0.9140 -0.1614 -2.3904
H -0.5832 1.5395 -1.7621
H -1.1627 -1.9524 -0.8978
H -0.7725 -1.7700 0.9658
H -0.1059 1.8153 0.8176
H -0.5205 0.2827 1.7818
H -1.8123 0.5539 -0.1116
```

natural (NBO) population analysis, charges in e, atoms 1 to 5:
1 C -0.4763
2 C -0.6100
3 C -0.4539
4 C -0.1174
5 C -0.1973

2.
Computed, not measured: C2H3FeLiO2 as an isolated structure in a non-equilibrium geometry, with ωB97M-V with the def2-TZVPD basis set.

Output
Spin multiplicity: 6
Highest occupied orbital energy (alpha / beta) in eV: -14.139 / -14.409
Total charge: +1
Energy above the lowest of the compared OMol25 structures with the same formula, charge and spin in kcal/mol: 0.0

Structure (XYZ):
```
9
C2H3FeLiO2 | OMol25 | ωB97M-V with the def2-TZVPD basis set
H 0.7791 -0.9691 -2.5539
O -1.5134 0.6736 -0.4639
C -0.9986 0.6893 0.7792
C 0.1191 -0.0122 1.0831
O 0.8044 -0.6011 0.0692
Li 2.1551 -0.5566 -1.1009
Fe -0.4749 -0.6126 -1.4027
H -1.4549 1.3623 1.5165
H 0.5842 0.0264 2.0734
```

natural (NBO) population analysis, charges in e, atoms 1 to 5:
1 H -0.6116
2 O -0.6908
3 C 0.1887
4 C 0.1818
5 O -0.8916

3.
Computed, not measured: a 2-piece molecular cluster, H2O4P2 overall in a non-equilibrium geometry, with ωB97M-V with the def2-TZVPD basis set.

Output
Highest occupied orbital energy in eV: 0.201
Total charge: -2
Energy above the lowest of the compared OMol25 structures with the same formula, charge and spin in kcal/mol: 24.4

Structure (XYZ):
```
8
H2O4P2 | OMol25 | ωB97M-V with the def2-TZVPD basis set
O 1.0090 1.6195 -1.2131
O 1.1586 -1.6508 1.0882
O 0.1655 1.7519 1.2680
O 0.1168 -1.8684 -1.1686
P 0.2470 1.0486 -0.0720
P 0.1234 -1.1431 0.1186
H -1.7086 0.9441 -0.6039
H -1.1118 -0.7018 0.5828
```

natural (NBO) population analysis, charges in e, atoms 1 to 5:
1 O -1.1836
2 O -1.1965
3 O -1.1890
4 O -1.1834
5 P 1.7211

4.
Computed, not measured: C4H4O2 as an isolated structure in a non-equilibrium geometry, with ωB97M-V with the def2-TZVPD basis set.

Output
Highest occupied orbital energy in eV: -8.943
Energy above the lowest of the compared OMol25 structures with the same formula, charge and spin in kcal/mol: 125.7

Structure (XYZ):
```
10
C4H4O2 | OMol25 | ωB97M-V with the def2-TZVPD basis set
O 0.1372 1.1432 -1.0933
C -0.8416 0.2005 -1.2312
C 0.9793 0.1785 -0.4397
C 0.1839 -0.1669 0.8385
O -0.7702 0.7977 1.1813
C -1.1446 -0.2078 0.2274
H 0.8188 -0.7061 -1.1018
H 2.0234 0.4625 -0.4927
H 0.5610 -0.8120 1.6305
H -1.9474 -0.8895 0.4811
```

natural (NBO) population analysis, charges in e, atoms 1 to 5:
1 O -0.5163
2 C 0.3528
3 C -0.1402
4 C 0.0495
5 O -0.4385

5.
Computed, not measured: C8H18BrCaNOSi2 as an isolated structure in a non-equilibrium geometry, with ωB97M-V with the def2-TZVPD basis set.

Output
Highest occupied orbital energy in eV: -13.774
Total charge: +2

Structure (XYZ):
```
32
C8H18BrCaNOSi2 | OMol25 | ωB97M-V with the def2-TZVPD basis set
C 0.0083 0.6505 3.0044
C 0.0880 -0.0112 1.9734
Si 0.0245 -0.7640 0.2096
O 0.6947 0.3979 -0.8700
Si 0.0883 2.0010 -0.5401
Br -2.1379 1.9074 -0.0675
N 0.5266 3.1569 -1.7897
C -0.6379 3.8623 -2.4119
C -1.1964 5.0901 -1.5834
C 0.9922 -2.4012 0.2274
C 2.2200 -2.3648 1.2980
C 0.0281 -3.6242 0.6977
C -0.9092 -4.1796 -0.4595
H 0.0026 1.5188 3.7173
H -1.3704 -1.0041 -0.2138
H 0.7372 2.4556 0.7079
H 1.0815 3.9031 -1.3395
H -1.4825 3.1456 -2.6640
H -0.2981 4.2630 -3.4217
H -1.7523 5.7630 -2.3132
H -0.4050 5.7287 -1.0990
H -1.9724 4.7696 -0.8176
H 1.4315 -2.6104 -0.7984
H 2.9391 -1.5213 1.1203
H 1.7573 -2.3543 2.3506
H 2.7409 -3.3635 1.1856
H -0.6138 -3.2651 1.5982
H 0.7260 -4.5083 1.0181
H -1.8685 -3.5709 -0.4138
H -1.2257 -5.2341 -0.1859
H -0.4580 -4.1074 -1.4836
Ca 0.2732 -3.6875 3.3271
```

natural (NBO) population analysis, charges in e, atoms 1 to 5:
1 C -0.1417
2 C -0.6006
3 Si 1.6309
4 O -1.2028
5 Si 1.6562

6.
Computed, not measured: C4H7N2 as an isolated structure in a non-equilibrium geometry, with ωB97M-V with the def2-TZVPD basis set.

Output
Highest occupied orbital energy in eV: -14.411
Total charge: +1
Energy above the lowest of the compared OMol25 structures with the same formula, charge and spin in kcal/mol: 139.7

Structure (XYZ):
```
13
C4H7N2 | OMol25 | ωB97M-V with the def2-TZVPD basis set
C 1.1846 0.6370 -0.1060
C -0.0709 1.3124 0.0118
C -0.1603 -1.1276 0.2961
C 1.0491 -0.7594 -0.4187
N 2.1220 -0.0578 0.2924
N -1.0428 0.0603 0.0921
H -0.1647 2.1107 0.7647
H -0.3108 2.0697 -0.8002
H -0.5990 -2.1506 0.0129
H 0.0013 -1.2010 1.4341
H 1.0702 -1.0629 -1.7239
H -1.5143 0.0982 0.9051
H -1.5644 0.0711 -0.7602
```

natural (NBO) population analysis, charges in e, atoms 1 to 5:
1 C 0.2182
2 C -0.3225
3 C -0.3034
4 C -0.1665
5 N -0.1666

Calculated energy, -87719.375; -40801.709; -26800.937; -8301.626; -116346.208; -7229.679 eV (same order as the records).